# C3H2FeO3

A molecular structure, C3H2FeO3 in a non-equilibrium geometry (ωB97M-V/def2-TZVPD, the Open Molecules 2025 dataset).

XYZ file:
```
9
Properties=species:S:1:pos:R:3:mulliken_charge:R:1
C 2.8288 -0.8489 -3.9141 -0.63
C 1.5956 -1.0378 -4.1055 0.57
O 0.4940 -0.8179 -3.5390 -0.45
C 0.5183 0.0341 -1.8981 0.73
O 1.6673 0.2434 -1.5291 -0.28
O -0.5489 0.4294 -1.5182 -0.55
H 3.7540 -1.1249 -4.4012 0.37
Fe -2.3463 0.3517 -1.1449 1.75
H 2.5920 -0.1254 -2.4200 0.50
```

Values from the calculation:
Energy relative to the best compared isomer or geometry (same formula, charge and spin) in eV: 0.000
Molar mass in g/mol: 141.9
Orbital gap (spin up / spin down) in Eh: 0.1787 / 0.1471
E_HOMO (spin up / spin down) in eV: -17.36 / -17.27
Maximum force in eV/A: 6.9
Multiplicity: 5
Energy in a.u.: -1603.964487
Charge: +2